(1)
Here is a single C6H8N2O molecule from the Open Molecules 2025 dataset. Energies are from ωB97M-V/def2-TZVPD.

```
17
Properties=species:S:1:pos:R:3:forces:R:3
C -2.614 -0.636 -0.016 -0.5399 -0.9263 0.2475
N -1.158 -0.855 0.042 -0.3892 -0.8006 -1.2124
C -0.342 0.257 0.058 1.4216 0.6901 0.0210
C -0.549 1.573 0.132 -1.5590 1.3949 0.1105
N 0.594 2.417 0.049 0.1179 -1.2357 -0.2278
C 1.564 1.589 -0.111 0.5820 -0.1698 -0.1825
C 1.127 0.179 -0.055 -0.4332 0.4721 0.1394
C 1.878 -0.897 0.104 0.3591 -1.4711 -0.5095
O 3.233 -0.842 -0.064 1.2812 -4.0070 3.7748
H -3.031 -0.217 0.934 0.6039 -0.6448 -0.5134
H -3.093 -1.640 -0.256 0.4890 1.3392 0.5347
H -2.937 0.072 -0.780 0.2224 0.0787 -0.3288
H -0.840 -1.401 -0.789 -0.6739 0.2572 1.0949
H -1.478 2.100 0.160 -0.5819 -0.0452 0.2096
H 2.576 1.904 -0.316 0.1443 0.0386 0.2436
H 1.467 -1.935 0.259 0.2134 1.2778 -0.0029
H 3.603 -1.668 0.649 -1.2578 3.7520 -3.3988
```
Forces are in eV/Å.

SMILES	CNC1=CN=C/C1=C\O
HOMO level	-7.90	eV
LUMO	0.126	eV
charge	0
total energy	-418.08970	hartree

(2)
Here is a molecular structure, C38H28Cl76FN2O from the Open Molecules 2025 dataset. Energies are from ωB97M-V/def2-TZVPD.

```
146
Properties=species:S:1:pos:R:3:forces:R:3
C -2.344 -0.914 -3.119 0.6015 0.0721 1.0285
C -1.280 -0.632 -1.908 -1.1991 -1.6527 -0.6654
O -1.848 0.444 -1.114 1.9305 0.6682 -0.5836
C -0.923 1.533 -0.911 -0.6034 0.8310 0.6876
C -0.445 2.275 -2.244 2.5841 1.4039 -2.5488
C 1.106 2.548 -2.365 -3.2313 0.2258 -1.3354
N 1.707 3.238 -3.490 -2.7420 -1.0262 0.6353
C 3.203 3.446 -3.415 1.1749 1.4818 0.0620
C 3.472 4.985 -2.955 -0.1870 0.8468 1.2458
C 2.945 5.278 -1.447 0.1549 -0.1985 -0.1942
F 4.891 5.284 -2.943 -2.2492 -0.9422 -0.4004
C 0.894 3.691 -4.597 -3.1908 -0.8069 1.0755
C -0.642 3.480 -4.616 1.8282 -1.2523 3.1595
C -1.361 2.753 -3.408 2.9586 0.1698 0.2207
C -2.941 2.553 -3.355 -0.0510 0.5047 -0.4290
C -3.649 2.361 -4.794 0.2295 0.4596 -0.5219
C -4.682 3.567 -5.109 -0.0654 -1.0011 -0.9815
C -6.087 3.436 -4.346 0.0080 1.5639 -0.5555
N -5.975 3.285 -2.870 0.0188 -1.7431 4.4721
C -6.128 1.996 -2.194 1.4793 1.9839 2.9400
C -5.994 2.196 -0.639 1.8570 2.4004 -3.0782
C -5.733 3.719 -0.359 -0.5926 -2.8999 -6.0801
C -5.751 4.258 -1.821 0.1462 -0.1720 2.9282
H -3.385 -0.520 -2.800 1.8065 -0.5762 -0.4953
H -1.974 -0.380 -4.059 -0.7660 -0.9692 1.0999
H -2.432 -2.049 -3.213 0.1758 1.6540 -0.4000
H -0.216 -0.447 -2.284 -1.5027 0.1122 0.4530
H -1.234 -1.615 -1.293 -0.0596 1.8414 -0.6456
H -0.059 1.178 -0.235 -0.9078 0.6781 -1.4256
H -1.493 2.325 -0.282 0.8000 -1.3298 -1.0851
H 1.797 2.177 -1.516 -1.1080 0.7783 -1.7672
H 3.712 3.263 -4.430 -1.1030 0.1917 1.6937
H 3.674 2.775 -2.605 -1.0269 0.8595 -1.4533
H 2.967 5.737 -3.658 0.9194 -1.2315 0.7087
H 3.757 5.824 -0.825 -1.2500 -1.0892 -1.2376
H 2.018 5.948 -1.427 1.2341 -1.0266 -0.2023
H 2.685 4.278 -0.954 0.4365 1.5382 -0.4438
H 1.348 4.251 -5.498 -0.3571 -1.1416 1.9122
H -1.333 3.849 -5.464 1.7275 -0.5668 1.4211
H -3.299 1.702 -2.684 1.0836 1.2838 -0.6498
H -3.379 3.525 -2.901 0.8440 -1.4755 -0.5176
H -4.152 1.318 -4.856 0.6468 1.8470 0.2182
H -2.883 2.366 -5.666 -1.1166 -0.0794 1.5558
H -4.175 4.598 -4.995 -0.8402 -1.6455 0.2084
H -4.922 3.478 -6.243 0.2193 0.2399 1.8545
H -6.672 4.417 -4.545 0.8414 -1.6993 0.3169
H -6.706 2.574 -4.774 1.0170 1.1251 0.8217
H -6.326 1.021 -2.774 0.2183 1.9521 1.0610
H -6.096 1.371 0.143 0.5082 1.3723 -1.5186
H -5.569 4.291 0.620 -0.3788 -1.0282 -1.9308
H -5.598 5.380 -1.958 -0.3892 -1.9066 -0.5612
C 6.860 2.465 -4.562 0.4860 0.1959 -0.0116
Cl 6.399 1.828 -2.967 0.0464 0.0174 -0.1727
Cl 5.486 2.310 -5.684 0.3302 -0.1486 -0.1304
Cl 7.313 4.174 -4.410 -0.0746 -0.4289 -0.0889
Cl 8.240 1.541 -5.190 -0.4216 0.1381 0.1507
C 3.021 1.432 1.333 0.1330 -0.1015 0.4234
Cl 3.903 1.282 2.865 -0.2010 0.2487 -0.5675
Cl 2.088 -0.053 1.038 0.1787 0.2020 0.0116
Cl 1.913 2.820 1.418 0.1188 -0.1817 -0.0353
Cl 4.178 1.678 0.004 -0.1170 -0.0153 0.0959
C -9.940 1.173 -0.760 -0.4271 0.2317 0.2160
Cl -8.313 1.903 -0.681 -2.6617 -0.6948 -0.1192
Cl -11.025 2.237 -1.681 0.3346 -0.2464 0.3375
Cl -9.838 -0.410 -1.564 0.1794 0.6481 0.3391
Cl -10.577 0.960 0.887 0.0031 -0.0382 -0.2452
C 3.255 -1.772 6.040 -0.0062 0.0612 0.1032
Cl 3.175 -1.542 4.280 -0.1687 0.0489 0.4578
Cl 1.615 -1.717 6.720 0.2969 -0.0726 -0.1363
Cl 3.995 -3.351 6.404 -0.1977 0.5171 0.2612
Cl 4.239 -0.480 6.759 -0.4379 -0.3758 -0.1237
C -13.634 5.875 -1.724 -0.1120 0.1070 0.0976
Cl -12.999 7.403 -2.370 -0.2217 -0.4625 0.2180
Cl -12.903 4.513 -2.601 -0.2589 0.3607 -0.0244
Cl -13.234 5.749 0.003 -0.0532 -0.0084 -0.3173
Cl -15.399 5.832 -1.928 0.3140 -0.0278 0.0307
C 3.063 -7.180 7.611 -0.0709 -0.1803 0.1120
Cl 4.687 -6.462 7.699 -0.3440 -0.1078 -0.0750
Cl 1.992 -6.115 6.671 0.1609 -0.2275 0.1349
Cl 3.160 -8.768 6.819 -0.0201 0.3135 0.1391
Cl 2.414 -7.376 9.253 0.2803 0.0867 -0.2822
C 8.488 -4.525 8.740 0.1734 -0.1494 0.1091
Cl 9.278 -6.052 8.286 -0.3780 0.6142 -0.2094
Cl 8.009 -4.587 10.450 0.1235 0.2195 -0.2995
Cl 9.618 -3.178 8.493 -0.2722 -0.3211 0.0799
Cl 7.045 -4.283 7.729 0.2855 0.0938 0.1313
C 8.158 -8.794 10.848 -0.0551 -0.0066 -0.0102
Cl 9.785 -8.086 10.947 -0.2362 -0.1836 0.0891
Cl 7.094 -7.721 9.912 -0.1271 -0.6345 0.3408
Cl 8.251 -10.379 10.050 -0.0089 0.2873 0.1311
Cl 7.501 -8.995 12.487 0.1227 0.0507 -0.2930
C -12.930 -0.933 -3.965 -0.1049 0.0706 -0.0193
Cl -11.369 -0.873 -4.815 -0.2171 -0.0362 0.1061
Cl -12.745 -1.849 -2.451 -0.0357 0.0403 -0.3556
Cl -13.467 0.721 -3.601 0.1230 -0.2961 -0.1899
Cl -14.135 -1.732 -4.997 0.2380 0.1347 0.1924
C 7.911 0.899 6.620 0.0887 -0.0480 0.1490
Cl 9.550 0.753 5.950 -0.3125 0.0074 0.0962
Cl 6.740 1.057 5.290 0.3400 0.0809 0.0680
Cl 7.532 -0.550 7.577 0.1441 0.3579 -0.2324
Cl 7.823 2.336 7.661 -0.0065 -0.2576 -0.2107
C -8.078 -4.418 -1.010 -0.0912 -0.0916 0.0318
Cl -6.460 -3.686 -0.931 -0.2189 -0.0781 -0.0130
Cl -9.163 -3.354 -1.932 0.2150 -0.5298 0.0507
Cl -7.975 -5.999 -1.813 -0.0040 0.3050 0.1459
Cl -8.714 -4.629 0.635 0.1306 0.0648 -0.3245
C 13.287 -4.867 7.102 0.0828 -0.0801 0.0568
Cl 15.034 -4.991 7.403 -0.3081 0.0345 -0.0678
Cl 12.410 -5.860 8.289 0.5073 0.2686 -0.2493
Cl 12.781 -3.170 7.253 0.1987 -0.2584 -0.0746
Cl 12.925 -5.448 5.462 0.0298 0.1029 0.2744
C 9.598 -2.431 -6.055 0.0482 -0.0784 -0.0106
Cl 10.239 -0.902 -6.695 -0.0468 -0.2152 0.0495
Cl 10.324 -3.793 -6.933 -0.1478 0.2960 0.1777
Cl 9.993 -2.559 -4.327 -0.0927 0.0331 -0.2860
Cl 7.833 -2.465 -6.262 0.2640 0.0236 0.0400
C 4.547 -4.773 1.931 0.0574 -0.0550 0.1179
Cl 5.416 -6.302 1.682 -0.1360 0.2857 -0.0012
Cl 5.336 -3.483 0.997 -0.5323 -0.1528 0.0989
Cl 2.862 -4.953 1.391 0.2265 0.0291 0.0912
Cl 4.575 -4.347 3.655 0.1303 -0.4701 -0.6915
C 13.164 1.725 -8.688 0.1016 -0.0133 -0.0447
Cl 12.296 2.838 -7.607 0.1070 -0.1828 -0.1495
Cl 14.308 2.643 -9.690 -0.2332 -0.1722 0.1990
Cl 14.052 0.530 -7.718 -0.1849 0.2099 -0.1626
Cl 11.998 0.887 -9.735 0.1683 0.1292 0.1873
C -17.085 -0.016 -1.050 -0.0393 -0.0451 -0.0236
Cl -17.541 -0.643 0.549 0.0830 0.1188 -0.2797
Cl -18.462 -0.175 -2.162 0.2379 0.0374 0.1912
Cl -16.633 1.697 -0.907 -0.0399 -0.2616 -0.0388
Cl -15.705 -0.941 -1.678 -0.4489 0.1370 0.2912
C -1.794 -8.826 8.797 -0.0094 -0.0231 -0.0287
Cl -2.103 -10.394 8.021 0.0570 0.2754 0.1419
Cl -0.632 -7.901 7.821 -0.3520 -0.1829 0.1167
Cl -3.316 -7.917 8.926 0.2614 -0.1538 -0.0166
Cl -1.123 -9.091 10.421 -0.0988 0.0529 -0.2787
C -9.987 9.957 -3.142 -0.0567 0.0928 -0.0143
Cl -10.869 8.856 -4.222 0.3047 0.3028 0.0592
Cl -9.606 11.460 -4.010 -0.0597 -0.2825 0.1606
Cl -10.993 10.330 -1.726 0.2050 -0.0707 -0.2648
Cl -8.479 9.181 -2.609 -0.2256 0.0997 -0.0736
C 9.597 -2.475 0.974 0.0874 -0.1604 0.0959
Cl 10.177 -2.531 -0.705 -0.0836 0.0284 0.2679
Cl 8.424 -3.781 1.238 0.5952 0.2680 -0.0546
Cl 10.970 -2.675 2.083 -0.2591 0.0680 -0.2075
Cl 8.815 -0.907 1.277 0.0852 -0.2143 -0.0338
```
Forces are in eV/Å.

HOMO level	-9.68	eV
LUMO	-4.128	eV
charge	+1
total energy	-36723.13070	hartree

| no. | molar mass (g mol⁻¹) | frontier orbital gap (eV) |
| --- | --- | --- |
| 1 | 124.1 | 8.027 |
| 2 | 3242.1 | 5.551 |